Entry from OMol25: a single C4H9NOS molecule (ωB97M-V with the def2-TZVPD basis set).

Each line ends with the Mulliken charge.
Element x y z (Å)
C (-0.31, -1.79, -0.14)  -0.44
C (-0.69, -0.40, 0.43)  0.14
C (-2.03, 0.30, 0.23)  -1.16
C (1.70, 1.49, -0.51)  -0.84
N (0.19, -0.54, -0.67)  -0.32
O (2.23, -0.63, 0.99)  -0.54
S (1.96, -0.31, -0.38)  0.50
H (0.44, -2.31, 0.41)  0.33
H (-1.12, -2.46, -0.71)  0.19
H (-0.18, -0.08, 1.42)  0.33
H (-2.40, 0.66, 1.29)  0.28
H (-2.86, -0.31, -0.18)  0.31
H (-1.85, 1.15, -0.37)  0.27
H (0.70, 1.67, -0.18)  0.20
H (1.72, 1.67, -1.54)  0.34
H (2.49, 1.91, -0.09)  0.41

frontier orbital gap: 10.3180 eV
energy relative to the best compared isomer or geometry (same formula, charge and spin): 82.8 kcal/mol
lowest unoccupied orbital energy: 0.89 eV
charge: 0